18
Properties=species:S:1:pos:R:3:forces:R:3 method="wB97M-V/def2-TZVPD" gap_ha=0.3750 relative_energy_kj_mol=90.7
C -0.742 1.711 -0.426 0.2 0.0 0.2
C 0.221 0.806 -0.545 0.1 -0.2 -0.2
C 0.722 0.324 -1.881 -0.8 -0.3 -0.2
C 0.925 0.198 0.634 1.6 0.4 0.9
C 0.225 0.022 1.985 -0.8 0.4 -0.8
H -1.194 2.224 -1.265 0.0 -0.1 -0.1
H -1.046 2.019 0.558 -0.3 0.1 0.2
H 0.283 -0.655 -2.113 0.0 -0.1 0.1
H 0.375 0.968 -2.688 0.3 0.2 0.0
H 1.792 0.155 -1.906 0.2 0.3 0.0
H 1.777 0.861 0.889 -0.3 0.2 -0.4
H 1.525 -0.676 0.349 -0.7 -0.4 -0.1
H -0.086 1.002 2.351 0.3 0.0 0.3
H -0.715 -0.515 1.891 0.1 -0.4 0.0
H 0.883 -0.476 2.688 0.0 0.0 0.2
O -1.107 -2.388 0.214 -0.1 0.3 -1.1
H -0.706 -1.611 -0.221 -0.2 -0.4 0.5
H -1.642 -2.755 -0.513 0.2 0.0 0.5